Below is a molecular structure, C44H46BrN7O4Y, with properties calculated with ωB97M-V/def2-TZVPD.

```
103
Properties=species:S:1:pos:R:3:mulliken_charge:R:1
Y -0.011 -0.287 0.212 -0.03
C 1.967 -1.218 -1.241 1.05
C 2.287 -2.230 -0.270 1.10
C 3.162 -1.687 0.665 0.50
C 3.472 -0.356 0.279 1.16
C 2.757 -0.065 -0.889 0.63
C 3.004 1.068 -1.844 -1.78
C 4.528 0.475 0.953 -1.84
C 3.754 -2.439 1.817 -1.96
C 1.921 -3.685 -0.313 -1.72
C 1.705 -1.525 -2.698 -1.82
H 3.794 0.811 -2.557 0.45
H 3.326 1.989 -1.353 0.33
H 2.119 1.302 -2.442 0.22
H 5.452 -0.100 1.048 0.44
H 4.253 0.788 1.966 0.15
H 4.778 1.367 0.375 0.50
H 4.473 -3.186 1.469 0.50
H 2.987 -2.974 2.384 0.27
H 4.277 -1.783 2.513 0.47
H 2.819 -4.296 -0.447 0.49
H 1.250 -3.924 -1.140 0.34
H 1.456 -4.036 0.612 0.24
H 2.649 -1.670 -3.235 0.42
H 1.172 -0.724 -3.220 0.24
H 1.131 -2.441 -2.833 0.50
C 2.054 4.155 0.392 -0.70
O 1.214 4.027 -0.786 -0.45
C 0.627 2.838 -0.672 -0.12
N 0.930 2.072 0.300 2.36
C 2.075 2.735 0.988 1.54
C 2.111 2.773 2.494 -1.03
C 1.052 2.402 3.302 1.06
C 1.147 2.507 4.685 -0.40
C 2.307 2.985 5.269 -1.07
C 3.381 3.347 4.464 -0.85
C 3.284 3.239 3.088 -0.29
C -0.276 2.453 -1.776 -0.34
C -0.618 3.310 -2.811 -1.20
C -1.366 2.800 -3.861 -0.84
C -1.719 1.458 -3.863 -0.77
C -1.332 0.682 -2.782 -0.10
N -0.652 1.177 -1.750 0.78
C -1.583 -0.769 -2.698 -0.07
N -1.189 -1.494 -1.729 1.41
C -1.570 -2.892 -2.073 0.34
C -2.500 -2.699 -3.279 -0.84
O -2.232 -1.338 -3.712 -0.46
C -2.145 -3.661 -0.904 0.39
C -1.454 -3.660 0.304 -0.57
C -1.942 -4.334 1.410 -0.67
C -3.128 -5.052 1.311 -0.83
C -3.808 -5.087 0.105 -0.86
C -3.323 -4.393 -0.997 -1.03
H 1.590 4.877 1.063 0.36
H 3.027 4.514 0.070 0.39
H 2.957 2.193 0.652 -1.43
H 0.158 2.013 2.850 -0.23
H 0.313 2.197 5.302 0.55
H 2.385 3.060 6.346 0.46
H 4.301 3.700 4.912 0.43
H 4.137 3.502 2.470 0.47
H -0.284 4.338 -2.796 0.66
H -1.650 3.438 -4.686 0.49
H -2.267 1.014 -4.681 0.61
H -0.647 -3.388 -2.388 0.42
H -3.555 -2.740 -3.011 0.41
H -2.299 -3.367 -4.111 0.29
H -0.523 -3.113 0.397 0.98
H -1.404 -4.284 2.348 0.52
H -3.514 -5.583 2.170 0.44
H -4.725 -5.655 0.015 0.40
H -3.877 -4.448 -1.925 0.42
Br 1.702 -0.745 8.483 -0.18
C 1.925 -0.697 6.608 -0.10
C 3.133 -0.268 6.073 -0.67
N 3.354 -0.194 4.765 -0.52
C 2.361 -0.539 3.952 0.37
C 1.126 -0.994 4.399 0.39
C 0.901 -1.082 5.765 -0.76
C 0.039 -1.349 3.429 -0.28
O -1.040 -1.782 3.808 -0.79
O 0.317 -1.079 2.193 0.59
H 3.946 0.022 6.729 0.46
H 2.547 -0.462 2.888 0.07
H -0.051 -1.435 6.136 0.66
N -2.415 -0.959 0.751 -0.52
H -2.421 -1.825 1.289 0.18
H -3.009 -1.118 -0.055 0.28
H -2.875 -0.259 1.320 0.18
N -3.179 4.285 4.543 -0.51
C -2.715 3.432 3.602 0.95
C -2.403 3.862 2.303 -1.07
C -1.927 2.951 1.390 -0.37
N -1.723 1.652 1.639 0.40
C -2.063 1.242 2.876 -0.09
C -2.547 2.065 3.865 -1.27
H -3.207 5.273 4.369 0.19
H -3.315 3.977 5.488 0.20
H -2.534 4.897 2.016 0.41
H -1.693 3.295 0.389 0.32
H -1.921 0.190 3.101 0.17
H -2.786 1.650 4.835 0.43
```

Calculated values
energy relative to the best compared isomer or geometry (same formula, charge and spin)	52.5	kJ/mol
HOMO energy	-0.3331	Eh
charge	+1
lowest unoccupied orbital energy	-3.493	eV
gap between HOMO and LUMO	5.6	eV